Record 1
Molecular formula: C16H21ClFeNRu
Method: DFT, ωB97M-V with the def2-TZVPD basis set

Each line ends with the Löwdin spin population.
Positions of all 41 atoms, in Å:
Fe1 2.57 -2.98 -2.54  4.16
Cl1 0.44 -2.73 -2.32  0.25
C1 3.52 -4.27 -1.41  0.23
C2 3.46 -1.99 -3.97  0.23
H1 4.59 -4.31 -1.62  0.02
H2 3.35 -3.96 -0.37  0.03
H3 3.07 -5.27 -1.56  0.03
H4 4.54 -2.17 -4.01  0.02
H5 3.27 -0.93 -3.78  0.03
H6 3.00 -2.26 -4.94  0.03
Ru1 -0.34 0.01 0.05  2.43
C3 -0.41 -1.83 0.87  0.19
C4 0.93 0.99 0.96  0.66
H7 0.59 -2.22 1.06  0.04
H8 -0.98 -1.66 1.80  0.03
H9 -0.99 -2.49 0.18  0.02
H10 1.32 2.00 0.68  0.07
H11 1.36 0.72 1.96  0.08
C5 -5.57 -0.65 -0.36  0.04
C6 -4.42 -1.40 -0.67  0.00
C7 -3.19 -0.75 -0.67  0.04
C8 -3.10 0.61 -0.32  0.01
C9 -4.27 1.35 -0.05  0.03
C10 -5.50 0.72 -0.05  0.00
N1 -1.86 1.21 -0.28  0.24
C11 -1.63 2.55 0.08  0.03
C12 -0.73 3.28 -0.70  0.03
C13 -0.44 4.60 -0.35  0.00
C14 -1.00 5.13 0.82  0.02
C15 -1.85 4.38 1.64  0.00
C16 -2.16 3.07 1.29  0.03
H12 -6.55 -1.14 -0.36  0.00
H13 -4.48 -2.46 -0.91  0.00
H14 -2.26 -1.26 -0.96  0.01
H15 -4.15 2.41 0.17  0.00
H16 -6.40 1.31 0.17  0.00
H17 -0.29 2.77 -1.55  0.00
H18 0.23 5.19 -0.97  0.00
H19 -0.77 6.17 1.11  0.00
H20 -2.28 4.79 2.56  0.00
H21 -2.79 2.42 1.89  0.00

- LUMO (alpha / beta) (Eh) = 0.0150 / -0.0838
- 2S+1 = 10
- <S²> = 24.7788


Record 2
Molecular formula: C16H21ClN2O
Method: DFT, ωB97M-V with the def2-TZVPD basis set

Each line ends with the Löwdin charge.
Positions of all 41 atoms, in Å:
C1 2.14 1.92 4.54  -0.02
C2 1.97 1.76 3.05  -0.23
N1 2.90 2.32 2.21  0.11
C3 2.79 2.05 0.84  -0.05
C4 1.74 1.22 0.36  -0.24
C5 1.75 0.97 -1.05  0.02
C6 1.80 0.74 -2.26  -0.01
C7 1.97 0.53 -3.69  -0.22
C8 1.43 -0.83 -4.25  -0.22
C9 -0.11 -0.87 -4.32  -0.29
C10 -0.66 -2.16 -4.98  -0.63
Cl1 -2.30 -2.38 -4.44  0.57
C11 0.76 0.77 1.22  0.02
C12 0.83 1.05 2.56  -0.21
O1 -0.21 0.74 3.39  -0.06
C13 -1.58 0.81 2.93  -0.12
C14 -2.29 -0.61 2.89  -0.22
C15 -2.00 -1.65 1.79  -0.16
C16 -3.30 -1.42 1.09  -0.21
N2 -3.64 -0.46 2.15  0.00
H1 1.19 2.16 5.04  0.08
H2 2.68 1.18 5.09  0.07
H3 2.73 2.81 4.58  0.06
H4 3.42 2.23 -0.03  0.11
H5 3.08 0.60 -4.00  0.14
H6 1.52 1.32 -4.35  0.12
H7 1.74 -1.04 -5.25  0.10
H8 1.87 -1.60 -3.62  0.11
H9 -0.49 -0.67 -3.31  0.10
H10 -0.43 -0.03 -4.90  0.10
H11 -0.61 -1.93 -6.06  0.08
H12 -0.16 -3.09 -4.77  0.07
H13 0.07 0.08 0.70  0.13
H14 -1.65 1.44 1.99  0.14
H15 -2.11 1.50 3.59  0.12
H16 -2.34 -1.09 3.86  0.13
H17 -1.08 -1.64 1.27  0.07
H18 -1.99 -2.58 2.42  0.12
H19 -3.18 -0.97 0.03  0.13
H20 -3.92 -2.28 1.01  0.09
H21 -4.33 -0.88 2.67  0.06

- LUMO (Eh) = 0.0268
- SMILES = Cc1ncc(C#CCCCCCl)cc1OC[C@@H]1CCN1
- energy relative to the best compared isomer or geometry (same formula, charge and spin) (kcal/mol) = 117.1


Record 3
Molecular formula: C16H21F2O6PS
Method: DFT, ωB97M-V with the def2-TZVPD basis set

Each line ends with the Löwdin charge.
Positions of all 47 atoms, in Å:
C1 0.41 1.07 1.41  -0.28
P1 0.39 1.00 -0.42  0.96
C2 -0.79 2.36 -0.84  -0.27
C3 -0.57 -0.52 -1.01  -0.35
C4 -0.79 -1.69 -0.07  -0.34
C5 -1.83 -1.44 1.02  -0.12
C6 -3.10 -0.81 0.51  -0.23
C7 -3.80 -1.44 -0.53  -0.04
C8 -4.98 -0.89 -1.03  -0.07
C9 -5.47 0.29 -0.48  -0.09
C10 -4.79 0.90 0.56  -0.07
C11 -3.61 0.36 1.06  -0.04
C12 0.51 -2.27 0.51  -0.16
S1 1.75 -2.37 -0.76  0.63
O1 2.31 -3.67 -0.76  -0.24
O2 2.64 -1.25 -0.68  -0.29
O3 0.84 -2.27 -2.07  -0.15
C13 0.14 -1.04 -2.27  -0.39
F1 -0.80 -1.36 -3.21  0.06
H1 -0.53 0.84 1.91  0.02
H2 0.64 2.10 1.65  0.05
H3 1.23 0.48 1.81  0.03
H4 -1.37 2.63 0.04  0.03
H5 -0.24 3.24 -1.15  0.03
H6 -1.47 2.03 -1.60  0.03
H7 -1.53 -0.15 -1.36  0.10
H8 -1.19 -2.50 -0.68  0.14
H9 -2.10 -2.41 1.43  0.13
H10 -1.42 -0.88 1.86  0.10
H11 -3.44 -2.36 -0.95  0.12
H12 -5.51 -1.37 -1.83  0.10
H13 -6.38 0.71 -0.89  0.10
H14 -5.17 1.82 0.99  0.10
H15 -3.07 0.85 1.86  0.11
H16 0.33 -3.30 0.81  0.12
H17 0.88 -1.72 1.36  0.10
H18 0.78 -0.29 -2.73  0.14
O4 5.30 2.78 3.04  0.18
C14 5.22 2.26 1.98  -0.56
O5 4.08 1.78 1.43  0.06
C15 4.36 1.36 0.09  -0.06
C16 5.85 1.11 0.15  -0.31
F2 6.47 1.40 -1.02  0.07
O6 6.28 2.04 1.14  0.13
H19 4.12 2.16 -0.60  0.14
H20 3.79 0.48 -0.16  0.09
H21 6.13 0.10 0.46  0.17

- LUMO (Eh) = 0.0156
- SMILES = CP(C)[C@@H]1[C@H](Cc2ccccc2)CS(=O)(=O)O[C@H]1F.O=C1OC[C@@H](F)O1


Record 4
Molecular formula: C16H21F9FeN4OSb
Method: DFT, ωB97M-V with the def2-TZVPD basis set

Each line ends with the Löwdin spin population.
Positions of all 53 atoms, in Å:
Fe1 0.80 0.29 0.77  3.69
N1 -3.25 0.06 1.82  0.00
C1 -3.36 1.41 1.71  0.00
C2 -2.23 1.84 1.08  0.01
N2 -1.44 0.77 0.79  0.04
C3 -2.08 -0.31 1.27  0.01
C4 -1.48 -1.61 1.11  0.01
N3 -0.29 -1.70 0.49  0.04
C5 0.03 -3.02 0.48  0.01
C6 -0.97 -3.74 1.08  0.00
N4 -1.91 -2.84 1.46  0.00
H1 -3.94 -0.52 2.27  0.00
H2 -4.20 1.96 2.09  0.00
H3 -1.94 2.83 0.82  0.00
H4 0.95 -3.37 0.05  0.00
H5 -1.07 -4.79 1.25  0.00
H6 -2.75 -3.08 1.96  0.00
C7 -1.07 0.74 -5.76  0.03
C8 -1.45 -0.29 -4.73  0.11
Sb1 -0.61 0.06 -2.63  0.58
C9 1.43 -0.80 -2.40  0.07
C10 2.20 -0.81 -3.70  0.03
C11 -0.05 2.16 -2.15  0.07
C12 1.10 2.65 -3.00  0.03
H7 -1.62 0.49 -6.67  0.01
H8 -0.01 0.73 -6.01  0.00
H9 -1.38 1.74 -5.49  0.00
H10 -1.11 -1.29 -4.99  0.00
H11 -2.53 -0.30 -4.56  0.00
H12 1.30 -1.80 -2.02  0.00
H13 1.91 -0.18 -1.63  0.00
H14 1.73 -1.46 -4.43  0.00
H15 3.20 -1.21 -3.52  0.01
H16 2.32 0.18 -4.14  0.00
H17 0.22 2.13 -1.09  0.00
H18 -0.94 2.78 -2.28  0.00
H19 2.01 2.09 -2.81  0.00
H20 1.30 3.69 -2.75  0.01
H21 0.87 2.62 -4.06  0.00
F1 2.36 2.34 4.00  0.00
C13 2.61 1.09 4.36  0.00
F2 3.71 0.71 3.71  0.00
F3 2.85 1.06 5.66  0.00
C14 1.42 0.18 3.91  0.02
O1 1.28 0.29 2.57  0.17
C15 1.70 -1.32 4.27  0.00
F4 0.63 -2.05 3.90  0.00
F5 1.93 -1.53 5.54  0.00
F6 2.72 -1.77 3.55  0.00
C16 0.10 0.63 4.60  0.00
F7 -0.19 1.89 4.30  0.00
F8 -0.92 -0.10 4.08  0.00
F9 0.09 0.47 5.90  0.00

- LUMO (alpha / beta) (Eh) = -0.2532 / -0.3447
- 2S+1 = 6
- energy relative to the best compared isomer or geometry (same formula, charge and spin) (kcal/mol) = 42.5
- total charge = +2
- <S²> = 8.7614


Record 5
Molecular formula: C16H21IN2O5S
Method: DFT, ωB97M-V with the def2-TZVPD basis set

Each line ends with the Löwdin charge.
Positions of all 46 atoms, in Å:
C1 0.34 -1.45 3.71  0.03
C2 1.12 -1.62 2.42  -0.50
O1 2.27 -1.31 2.30  0.14
O2 0.42 -2.20 1.39  -0.02
C3 -0.52 -1.31 0.79  -0.13
C4 0.14 -0.30 -0.11  -0.08
C5 -0.05 1.04 -0.04  -0.11
C6 -0.91 1.68 1.01  -0.13
O3 -2.28 1.73 0.62  -0.05
C7 -3.15 0.90 1.30  -0.27
O4 -3.24 -0.34 0.63  -0.11
C8 -4.11 -1.25 1.29  -0.19
C9 -3.53 -2.64 1.27  -0.22
O5 -2.64 -2.79 2.37  -0.07
C10 0.58 1.93 -0.97  0.03
C11 1.38 1.52 -1.99  -0.16
C12 1.97 2.54 -2.93  -0.14
C13 3.26 2.18 -3.68  -0.33
C14 4.39 1.76 -2.76  -0.64
I1 5.80 0.48 -3.78  0.72
C15 1.56 0.12 -2.10  -0.29
N1 2.26 -0.51 -3.05  -0.22
S1 2.13 -2.07 -2.77  1.04
N2 1.20 -2.06 -1.46  -0.20
C16 0.95 -0.79 -1.17  -0.28
H1 0.94 -1.87 4.52  0.09
H2 0.19 -0.39 3.89  0.09
H3 -0.62 -1.95 3.66  0.07
H4 -1.12 -0.84 1.57  0.10
H5 -1.19 -1.92 0.19  0.12
H6 -0.81 1.19 1.98  0.12
H7 -0.60 2.72 1.15  0.13
H8 -2.81 0.72 2.33  0.14
H9 -4.13 1.39 1.34  0.14
H10 -4.24 -0.96 2.34  0.13
H11 -5.09 -1.24 0.80  0.13
H12 -3.02 -2.83 0.32  0.12
H13 -4.35 -3.36 1.35  0.12
H14 -1.94 -3.40 2.12  0.09
H15 0.40 2.98 -0.83  0.12
H16 2.13 3.47 -2.39  0.12
H17 1.21 2.75 -3.68  0.13
H18 3.58 3.08 -4.21  0.11
H19 3.07 1.44 -4.44  0.07
H20 5.00 2.60 -2.44  0.03
H21 4.06 1.18 -1.90  0.03

- LUMO (Eh) = -0.0176
- energy relative to the best compared isomer or geometry (same formula, charge and spin) (kcal/mol) = 0.0


Record 6
Molecular formula: C16H21IrNO6
Method: DFT, ωB97M-V with the def2-TZVPD basis set

Each line ends with the Löwdin spin population.
Positions of all 45 atoms, in Å:
Ir1 1.27 -0.37 2.49  2.74
O1 -0.76 0.44 1.80  0.16
C1 -1.16 1.61 2.54  0.01
C2 -0.97 1.25 3.96  0.02
N1 0.37 0.86 4.23  0.20
C3 0.59 0.02 5.36  0.02
C4 0.69 -1.49 5.06  0.03
O2 0.60 -2.40 5.81  0.04
O3 0.97 -1.71 3.73  0.38
C5 1.31 1.94 4.21  0.01
C6 1.76 2.42 2.86  0.02
O4 2.22 3.51 2.56  0.03
O5 1.65 1.48 1.92  0.29
H1 -0.57 0.79 0.85  0.00
H2 -2.14 1.84 2.32  0.00
H3 -0.67 2.51 2.21  0.00
H4 -1.66 0.43 4.23  0.00
H5 -1.25 2.14 4.51  0.01
H6 -0.19 0.11 6.15  0.00
H7 1.55 0.26 5.77  0.00
H8 2.27 1.74 4.76  0.00
H9 0.83 2.77 4.74  0.00
C7 0.61 -2.95 -5.82  0.00
C8 0.07 -2.06 -4.73  0.00
C9 -1.00 -1.20 -4.93  0.00
C10 -1.31 -0.17 -4.00  0.00
C11 -2.50 0.84 -4.19  0.00
C12 -0.51 -0.04 -2.83  0.00
C13 -0.76 1.06 -1.97  0.00
O6 -0.42 1.09 -0.79  0.00
C14 0.45 -1.14 -2.53  0.00
C15 1.23 -1.15 -1.32  0.01
C16 0.73 -1.97 -3.56  0.00
H10 1.56 -3.39 -5.48  0.00
H11 0.63 -2.49 -6.83  0.00
H12 0.00 -3.83 -5.99  0.00
H13 -1.60 -1.50 -5.80  0.00
H14 -2.76 0.68 -5.24  0.00
H15 -2.19 1.86 -4.03  0.00
H16 -3.24 0.55 -3.47  0.00
H17 -1.31 1.96 -2.36  0.00
H18 1.79 -0.25 -1.21  0.00
H19 1.80 -2.10 -1.22  0.00
H20 0.55 -1.21 -0.49  0.01
H21 1.49 -2.74 -3.28  0.00

- LUMO (alpha / beta) (Eh) = -0.1112 / -0.2326
- 2S+1 = 5
- total charge = +1
- <S²> = 6.0119